No. 1
{"formula": "C41H71N4O5", "method": "the ωB97M-V functional and the def2-TZVPD basis", "e_tot_ev": -59837.733, "homo_energy_ha": -0.2520, "orbital_gap_ev": 1.91, "charge": 1, "elements": ["C", "N", "C", "C", "C", "C", "C", "C", "C", "C", "N", "C", "C", "C", "H", "H", "H", "H", "H", "H", "H", "H", "H", "H", "H", "H", "H", "H", "C", "N", "C", "C", "C", "C", "C", "C", "C", "C", "N", "C", "C", "C", "H", "H", "H", "H", "H", "H", "H", "H", "H", "H", "H", "H", "H", "H", "C", "O", "H", "H", "H", "C", "C", "O", "C", "C", "H", "H", "H", "H", "H", "H", "H", "H", "H", "H", "C", "C", "O", "C", "C", "H", "H", "H", "H", "H", "H", "H", "H", "H", "H", "C", "C", "O", "C", "C", "H", "H", "H", "H", "H", "H", "H", "H", "H", "H", "C", "C", "O", "C", "C", "H", "H", "H", "H", "H", "H", "H", "H", "H", "H"], "xyz": [[-1.618, 0.410, -2.853], [-2.337, 1.170, -1.916], [-2.314, 0.773, -0.618], [-2.333, 1.649, 0.376], [-2.601, 3.047, 0.138], [-2.633, 3.466, -1.238], [-2.519, 2.557, -2.280], [-2.601, 4.076, 1.201], [-1.487, 4.041, 2.213], [-1.436, 5.153, 3.091], [-2.384, 6.232, 2.875], [-3.351, 6.291, 1.896], [-3.522, 5.235, 1.063], [-2.494, 7.175, 3.977], [-1.726, -0.764, -3.067], [-0.436, 0.464, -2.659], [-1.787, 0.841, -3.915], [-2.283, -0.311, -0.474], [-2.079, 1.351, 1.513], [-2.765, 4.531, -1.292], [-2.649, 2.914, -3.174], [-0.520, 3.309, 2.053], [-0.681, 5.226, 3.744], [-4.053, 7.072, 1.679], [-4.355, 5.183, 0.306], [-1.703, 7.035, 4.953], [-3.422, 7.541, 4.382], [-1.964, 8.067, 3.566], [6.100, 7.267, 2.344], [5.431, 6.106, 1.628], [6.018, 5.647, 0.475], [5.754, 4.327, 0.122], [4.957, 3.483, 0.901], [4.451, 3.996, 2.221], [4.722, 5.292, 2.483], [4.597, 2.079, 0.350], [5.488, 1.338, -0.630], [5.158, 0.258, -1.166], [3.952, -0.250, -0.787], [3.166, 0.200, 0.267], [3.526, 1.327, 0.914], [3.084, -0.912, -1.847], [7.004, 7.574, 1.634], [6.437, 6.830, 3.218], [5.296, 7.937, 2.806], [6.688, 6.168, -0.124], [6.284, 4.082, -0.923], [3.784, 3.505, 3.047], [4.245, 5.813, 3.345], [6.437, 1.885, -0.886], [5.865, -0.288, -1.912], [2.380, -0.425, 0.514], [2.922, 1.512, 1.794], [2.862, -2.009, -1.715], [3.496, -1.160, -2.831], [2.426, -0.183, -2.016], [-0.113, -2.378, -0.902], [0.267, -1.072, -0.504], [-0.201, -3.153, -0.057], [0.634, -2.802, -1.555], [-0.918, -2.214, -1.552], [-2.688, -3.402, -3.931], [-3.066, -2.982, -5.300], [-2.787, -1.611, -5.445], [-2.908, -1.075, -6.675], [-2.578, 0.302, -6.585], [-3.140, -2.931, -3.186], [-1.580, -3.285, -3.610], [-2.811, -4.379, -3.989], [-4.153, -3.286, -5.505], [-2.577, -3.601, -6.007], [-3.950, -1.202, -6.971], [-2.111, -1.624, -7.219], [-1.669, 0.373, -6.607], [-3.311, 0.752, -6.010], [-2.631, 0.621, -7.576], [-6.352, -1.658, 2.157], [-4.912, -1.169, 2.148], [-4.135, -2.226, 2.660], [-2.743, -1.971, 2.539], [-2.039, -3.027, 3.238], [-6.708, -2.055, 3.130], [-6.662, -2.202, 1.309], [-6.997, -0.773, 1.911], [-4.886, -0.401, 2.840], [-4.588, -0.823, 1.127], [-2.517, -1.002, 2.881], [-2.275, -1.907, 1.543], [-2.450, -3.434, 4.277], [-1.010, -2.676, 3.340], [-1.968, -3.816, 2.496], [2.290, -2.707, 2.105], [3.570, -2.829, 2.743], [4.320, -1.657, 2.334], [5.631, -1.542, 2.971], [6.579, -0.538, 2.408], [2.345, -2.770, 1.005], [1.806, -1.672, 2.173], [1.543, -3.626, 2.372], [4.036, -3.821, 2.559], [3.375, -3.063, 3.838], [5.850, -2.620, 2.812], [5.420, -1.360, 4.050], [6.086, 0.361, 2.757], [6.844, -0.532, 1.275], [7.449, -0.496, 2.974], [-4.065, -5.119, 0.317], [-2.598, -4.945, -0.260], [-2.318, -6.099, -1.143], [-1.146, -6.114, -1.806], [-1.051, -7.441, -2.337], [-4.765, -5.155, -0.358], [-4.236, -4.243, 0.873], [-4.029, -5.887, 0.802], [-1.944, -4.809, 0.432], [-2.610, -3.961, -0.790], [-0.253, -5.874, -1.200], [-0.974, -5.302, -2.652], [-2.048, -7.562, -2.975], [-0.896, -8.141, -1.580], [-0.158, -7.525, -2.873]]}

***

No. 2
{"formula": "C41H72BN10O4SiSr", "method": "the ωB97M-V functional and the def2-TZVPD basis", "e_tot_ev": -76180.343, "homo_energy_ha": -0.2294, "orbital_gap_ev": 8.53, "charge": -1, "elements": ["Sr", "C", "C", "C", "C", "C", "C", "C", "C", "C", "N", "N", "B", "N", "N", "C", "C", "C", "C", "C", "C", "C", "C", "C", "N", "N", "C", "C", "C", "C", "C", "C", "C", "C", "C", "H", "H", "H", "H", "H", "H", "H", "H", "H", "H", "H", "H", "H", "H", "H", "H", "H", "H", "H", "H", "H", "H", "H", "H", "H", "H", "H", "H", "H", "H", "H", "H", "H", "H", "H", "H", "H", "H", "H", "H", "H", "H", "H", "H", "H", "H", "C", "N", "C", "C", "N", "H", "H", "H", "H", "H", "H", "C", "Si", "C", "C", "O", "H", "H", "H", "H", "H", "H", "H", "H", "H", "C", "C", "C", "C", "C", "C", "O", "N", "C", "O", "N", "C", "O", "H", "H", "H", "H", "H", "H", "H", "H", "H", "H", "H"], "xyz": [[-0.764, 0.993, -0.038], [-4.207, -1.936, -3.091], [-3.200, -0.950, -2.503], [-3.121, 0.327, -3.344], [-1.845, -1.580, -2.358], [-1.191, -2.497, -3.192], [0.047, -2.706, -2.602], [1.176, -3.570, -3.091], [0.647, -4.847, -3.742], [2.073, -2.793, -4.058], [0.099, -1.956, -1.485], [-1.062, -1.261, -1.336], [1.112, -1.743, -0.321], [2.583, -1.937, -0.764], [3.121, -0.864, -1.395], [4.378, -1.171, -1.664], [4.681, -2.462, -1.192], [3.502, -2.922, -0.632], [3.234, -4.257, 0.008], [3.530, -4.233, 1.509], [4.028, -5.363, -0.686], [5.264, -0.170, -2.356], [6.593, -0.788, -2.774], [5.482, 1.057, -1.468], [0.709, -2.539, 0.945], [0.956, -1.915, 2.129], [0.516, -2.724, 3.081], [-0.018, -3.897, 2.522], [0.118, -3.739, 1.157], [-0.339, -4.685, 0.082], [-0.050, -6.136, 0.469], [-1.828, -4.488, -0.214], [0.601, -2.325, 4.528], [-0.324, -1.141, 4.814], [0.288, -3.498, 5.452], [-5.200, -1.486, -3.133], [-3.926, -2.215, -4.109], [-4.266, -2.849, -2.495], [-3.530, -0.673, -1.496], [-2.754, 0.100, -4.349], [-4.109, 0.784, -3.436], [-2.455, 1.065, -2.894], [-1.560, -2.943, -4.100], [1.787, -3.856, -2.234], [0.063, -4.617, -4.636], [1.477, -5.489, -4.044], [0.007, -5.410, -3.059], [1.508, -2.512, -4.950], [2.453, -1.885, -3.589], [2.923, -3.406, -4.366], [1.052, -0.582, -0.014], [5.614, -2.994, -1.264], [2.175, -4.482, -0.112], [4.582, -3.994, 1.684], [2.913, -3.488, 2.013], [3.317, -5.206, 1.957], [5.102, -5.210, -0.562], [3.779, -6.336, -0.256], [3.814, -5.394, -1.756], [4.735, 0.160, -3.256], [7.159, -1.114, -1.897], [6.446, -1.654, -3.421], [7.203, -0.059, -3.310], [6.015, 0.774, -0.555], [6.074, 1.814, -1.988], [4.528, 1.498, -1.181], [-0.453, -4.738, 3.036], [0.211, -4.467, -0.831], [-0.614, -6.421, 1.359], [-0.342, -6.810, -0.340], [1.010, -6.291, 0.681], [-2.422, -4.740, 0.668], [-2.036, -3.453, -0.483], [-2.145, -5.130, -1.040], [1.632, -2.010, 4.720], [-1.364, -1.433, 4.644], [-0.225, -0.811, 5.852], [-0.105, -0.295, 4.162], [-0.744, -3.831, 5.313], [0.946, -4.348, 5.262], [0.402, -3.202, 6.497], [3.927, -0.242, 1.877], [3.100, 0.822, 2.434], [2.879, 0.812, 3.874], [2.228, 1.422, 1.655], [1.510, 1.978, 0.937], [4.944, -0.144, 2.266], [3.948, -0.165, 0.792], [3.515, -1.215, 2.152], [3.808, 1.075, 4.385], [2.567, -0.186, 4.189], [2.091, 1.514, 4.130], [-0.219, 5.353, -2.119], [-1.664, 4.141, -2.131], [-3.154, 5.062, -1.425], [-2.065, 3.811, -3.950], [-1.356, 2.806, -1.315], [-0.455, 6.270, -2.667], [0.668, 4.904, -2.574], [0.041, 5.627, -1.093], [-3.416, 5.942, -2.020], [-2.953, 5.396, -0.403], [-4.025, 4.402, -1.391], [-2.187, 4.748, -4.502], [-2.990, 3.238, -4.056], [-1.263, 3.241, -4.429], [-1.305, 5.097, 2.405], [-1.431, 4.763, 3.887], [-2.058, 3.379, 4.162], [-2.092, 3.114, 5.674], [-2.688, 1.757, 6.030], [-3.485, 3.415, 3.650], [-4.338, 4.136, 4.130], [-3.760, 2.596, 2.593], [-2.845, 1.751, 1.958], [-3.237, 1.152, 0.950], [-1.589, 1.614, 2.418], [-1.161, 2.332, 3.483], [-0.032, 2.196, 3.944], [-0.875, 6.090, 2.270], [-2.277, 5.091, 1.906], [-0.659, 4.385, 1.886], [-2.049, 5.507, 4.395], [-0.446, 4.759, 4.355], [-2.670, 3.915, 6.138], [-1.064, 3.178, 6.033], [-3.722, 1.675, 5.687], [-2.687, 1.602, 7.111], [-2.113, 0.946, 5.578], [-4.679, 2.649, 2.179]]}

***

No. 3
{"formula": "C41H72BrGeN4O4P3PbS", "method": "the ωB97M-V functional and the def2-TZVPD basis", "e_tot_ev": -228340.284, "s2": 0.78, "homo_energy_ha": [-0.3559, -0.3544], "multiplicity": 2, "orbital_gap_ev": [7.53, 4.46], "charge": 1, "elements": ["Pb", "C", "C", "C", "P", "C", "N", "Ge", "N", "C", "P", "C", "C", "C", "C", "C", "C", "C", "C", "C", "C", "C", "C", "N", "C", "C", "C", "C", "C", "C", "C", "C", "C", "C", "C", "C", "N", "C", "P", "C", "C", "C", "C", "C", "C", "C", "C", "C", "H", "H", "H", "H", "H", "H", "H", "H", "H", "H", "H", "H", "H", "H", "H", "H", "H", "H", "H", "H", "H", "H", "H", "H", "H", "H", "H", "H", "H", "H", "H", "H", "H", "H", "H", "H", "H", "H", "H", "H", "H", "H", "H", "H", "H", "H", "H", "H", "H", "H", "H", "H", "H", "H", "H", "H", "H", "H", "H", "H", "O", "H", "H", "O", "H", "H", "O", "H", "H", "Br", "C", "S", "C", "O", "H", "H", "H", "H", "H", "H"], "xyz": [[-0.589, -1.857, -0.378], [2.777, -3.742, 3.730], [1.828, -3.911, 2.538], [2.595, -4.460, 1.335], [0.905, -2.394, 2.024], [2.172, -1.109, 2.350], [1.949, 0.244, 1.869], [0.390, 0.934, 0.550], [1.298, 1.510, -1.090], [1.310, 0.770, -2.332], [1.437, -1.055, -2.137], [3.086, -1.343, -1.342], [3.553, -2.769, -1.641], [4.161, -0.295, -1.634], [1.557, -1.635, -3.898], [0.243, -1.434, -4.658], [2.714, -1.023, -4.692], [1.466, 2.882, -1.211], [1.501, 3.602, -2.409], [1.627, 4.988, -2.390], [1.693, 5.685, -1.193], [1.669, 4.979, 0.004], [1.585, 3.603, -0.019], [1.650, 2.769, 1.172], [2.988, 2.349, 1.505], [4.092, 3.179, 1.438], [5.313, 2.744, 1.931], [5.394, 1.478, 2.503], [4.306, 0.623, 2.512], [3.065, 1.028, 1.972], [0.898, 3.295, 2.273], [1.420, 3.816, 3.437], [0.553, 4.391, 4.361], [-0.820, 4.445, 4.105], [-1.353, 3.883, 2.961], [-0.498, 3.252, 2.034], [-0.848, 2.564, 0.914], [-2.178, 2.754, 0.353], [-2.747, 1.376, -0.749], [-4.299, 0.672, 0.023], [-5.276, 0.215, -1.064], [-5.022, 1.503, 1.082], [-3.385, 2.378, -2.197], [-4.250, 3.598, -1.877], [-2.178, 2.781, -3.056], [-0.387, -2.026, 3.294], [0.060, -2.034, 4.753], [-1.623, -2.911, 3.107], [3.109, -4.733, 4.048], [2.314, -3.257, 4.586], [3.670, -3.175, 3.454], [1.044, -4.627, 2.789], [3.382, -3.762, 1.021], [1.921, -4.649, 0.497], [3.072, -5.407, 1.597], [3.086, -1.531, 1.903], [2.335, -1.098, 3.433], [2.180, 1.076, -2.917], [0.416, 0.945, -2.948], [2.854, -1.275, -0.273], [3.851, -2.880, -2.686], [2.771, -3.505, -1.425], [4.416, -3.018, -1.021], [4.418, -0.240, -2.691], [5.070, -0.559, -1.086], [3.850, 0.698, -1.296], [1.725, -2.712, -3.814], [0.051, -0.373, -4.845], [-0.610, -1.843, -4.125], [0.317, -1.930, -5.629], [2.631, 0.064, -4.756], [2.670, -1.411, -5.711], [3.692, -1.276, -4.287], [1.412, 3.094, -3.361], [1.661, 5.527, -3.329], [1.768, 6.765, -1.188], [1.725, 5.500, 0.954], [3.995, 4.174, 1.023], [6.177, 3.394, 1.901], [6.326, 1.150, 2.949], [4.415, -0.352, 2.965], [2.487, 3.792, 3.618], [0.953, 4.832, 5.266], [-1.481, 4.924, 4.817], [-2.421, 3.931, 2.794], [-2.103, 3.632, -0.296], [-2.935, 2.967, 1.106], [-3.926, -0.235, 0.501], [-5.774, 1.058, -1.548], [-6.047, -0.411, -0.609], [-4.775, -0.380, -1.833], [-5.383, 2.454, 0.686], [-4.395, 1.714, 1.949], [-5.893, 0.945, 1.435], [-3.995, 1.686, -2.781], [-3.679, 4.386, -1.381], [-5.102, 3.345, -1.247], [-4.639, 4.026, -2.805], [-1.508, 3.458, -2.513], [-2.507, 3.295, -3.962], [-1.594, 1.907, -3.362], [-0.646, -1.001, 3.025], [0.253, -3.048, 5.107], [-0.749, -1.626, 5.366], [0.939, -1.413, 4.933], [-1.386, -3.965, 3.253], [-2.061, -2.821, 2.109], [-2.386, -2.639, 3.846], [-0.359, -4.091, -1.594], [0.490, -4.353, -1.974], [-0.549, -4.731, -0.840], [-2.179, -1.265, -2.618], [-2.466, -0.351, -2.514], [-2.786, -1.810, -2.063], [-2.166, 0.481, 2.451], [-2.872, 0.010, 2.914], [-2.049, 1.320, 2.920], [-0.855, -5.784, 0.885], [-4.666, -3.587, -3.068], [-4.527, -3.826, -1.293], [-3.673, -5.393, -1.372], [-3.498, -2.807, -0.824], [-5.309, -4.365, -3.484], [-3.665, -3.635, -3.499], [-5.114, -2.609, -3.244], [-4.325, -6.115, -1.872], [-3.455, -5.719, -0.354], [-2.744, -5.243, -1.922]]}

***

Q: Look up the charge of the second one.
A: -1

***

Q: What is the charge in the third record?
A: +1